Computed, not measured: the molecule C5H6O2, with ωB97M-V with the def2-TZVPD basis set.

```
13
Properties=species:S:1:pos:R:3:forces:R:3
O -2.7070 0.8484 -1.0599 0.42 -0.40 -0.01
C -1.8664 -0.0123 -1.0196 -0.34 0.13 0.00
C -1.4586 -0.6996 0.2822 -0.19 -0.13 0.10
C -0.0280 -0.9190 0.3269 0.44 -0.24 0.01
C 1.1774 -0.8416 0.2861 -0.75 0.47 -0.01
C 2.1533 0.2616 0.2123 0.35 -0.11 -0.04
O 1.4034 1.4648 0.1230 0.30 0.43 0.27
H -1.3382 -0.3683 -1.9278 -0.08 0.09 0.09
H -1.7749 -0.0567 1.1121 -0.04 -0.22 -0.08
H -1.9748 -1.6564 0.3676 -0.32 -0.02 -0.06
H 2.8183 0.2708 1.0828 0.02 -0.05 -0.12
H 2.7573 0.2119 -0.6945 0.02 -0.04 0.12
H 0.8382 1.4963 0.9087 0.17 0.08 -0.26
```
Forces are in eV/Å.

Calculated values
lowest unoccupied orbital energy = 0.0269 hartree
SMILES = O=CCC#CCO
molecular weight = 98.10 u
total energy = -344.48773 Ha
ΔE to the lowest compared entry with this formula, charge and spin = 3.107 eV

Here is what natural (NBO) gives for the atomic charges, in e: atom 1 (O): -0.4996, atom 2 (C): 0.4597, atom 3 (C): -0.6016, atom 4 (C): 0.0345, atom 5 (C): -0.0690, atom 6 (C): -0.1238, atom 7 (O): -0.7002, atom 8 (H): 0.1206, atom 9 (H): 0.2546, atom 10 (H): 0.2643, atom 11 (H): 0.1888, atom 12 (H): 0.2081, atom 13 (H): 0.4636